Record 1
DFT (wB97M-V/def2-TZVPD) results for C2H6N2 in the gas phase.

* max |F|: 0.1353 Eh/bohr
* LUMO energy: 0.97 eV
* Kohn-Sham gap: 9.160 eV
* energy relative to the best compared isomer or geometry (same formula, charge and spin): 69.7 kcal per mole
* SMILES string: [H]/N=C/NC

Atoms and positions in Å:
H  -1.683  0.218  -2.119
N  -1.647  0.386  -1.096
C  -0.420  0.364  -0.614
N  0.123  -0.312  0.484
C  1.552  -0.405  1.061
H  0.147  1.234  -1.001
H  -0.506  -0.667  1.241
H  1.963  -1.292  0.868
H  1.731  -0.202  2.115
H  2.228  0.433  0.500

Record 2
DFT (wB97M-V/def2-TZVPD) results for 2 unconnected molecules or ions with the total composition C2H6N2O.

* max |F|: 0.0382 Eh/bohr
* net charge: -1
* LUMO energy (spin up / spin down): 3.40 / 3.21 eV
* 2S+1: 2
* expectation value of S²: 0.753
* Kohn-Sham gap (spin up / spin down): 2.617 / 6.047 eV
* energy relative to the best compared isomer or geometry (same formula, charge and spin): 36.0 kcal per mole

Atoms and positions in Å:
O  2.633  1.843  -2.699
C  2.111  2.165  -1.578
H  2.661  2.027  -0.630
H  1.276  2.890  -1.574
N  -1.409  -0.217  0.897
C  -1.296  -1.601  0.939
N  -0.220  -2.279  0.960
H  -2.394  -0.017  1.031
H  -0.829  0.292  1.553
H  -2.285  -2.076  0.824
H  -0.248  -3.027  0.277

Record 3
DFT (wB97M-V/def2-TZVPD) results for a molecular structure, C2H6N2O.

* max |F|: 0.0920 Eh/bohr
* LUMO energy: 0.60 eV
* Kohn-Sham gap: 9.709 eV
* energy relative to the best compared isomer or geometry (same formula, charge and spin): 108.1 kcal per mole

Atoms and positions in Å:
C  0.783  -0.134  -1.694
C  0.326  -0.212  -0.230
H  1.026  -1.417  -2.101
H  -0.130  0.505  -2.269
H  1.908  0.672  -1.718
H  1.717  -1.282  0.372
H  -1.467  0.663  -0.561
H  -0.680  -0.149  1.689
N  0.898  -0.822  0.745
N  -0.710  0.700  0.075
O  -1.293  0.491  1.298

Record 4
DFT (wB97M-V/def2-TZVPD) results for C2H6N2O in the gas phase.

* max |F|: 0.1355 Eh/bohr
* LUMO energy: 0.57 eV
* Kohn-Sham gap: 9.625 eV
* energy relative to the best compared isomer or geometry (same formula, charge and spin): 110.9 kcal per mole
* SMILES string: N/N=C\CO

Atoms and positions in Å:
N  -1.497  -0.747  0.105
N  -1.091  0.615  -0.442
C  0.098  1.099  0.109
C  1.026  0.055  0.697
O  1.421  -0.644  -0.610
H  -0.767  -0.969  0.852
H  -2.522  -0.892  0.450
H  0.160  2.116  -0.312
H  1.891  0.450  1.053
H  0.601  -0.759  1.522
H  0.648  -0.803  -1.162

Record 5
DFT (wB97M-V/def2-TZVPD) results for C2H6N2O in the gas phase.

* max |F|: 0.0397 Eh/bohr
* LUMO energy: 0.96 eV
* Kohn-Sham gap: 10.607 eV
* energy relative to the best compared isomer or geometry (same formula, charge and spin): 76.6 kcal per mole
* SMILES string: [H]/N=C/NOC

Atoms and positions in Å:
H  2.376  -1.218  -0.075
N  1.439  -0.878  -0.385
C  1.358  0.338  0.000
N  0.191  1.046  -0.010
O  -0.786  0.313  -0.758
C  -1.579  -0.463  0.126
H  2.157  0.852  0.572
H  0.257  1.975  -0.471
H  -2.166  0.168  0.814
H  -0.927  -1.129  0.727
H  -2.321  -1.005  -0.541

Record 6
DFT (wB97M-V/def2-TZVPD) results for 2 unconnected molecules or ions with the total composition C2H6N2O.

* max |F|: 0.0385 Eh/bohr
* LUMO energy: 1.06 eV
* Kohn-Sham gap: 10.578 eV
* energy relative to the best compared isomer or geometry (same formula, charge and spin): 48.1 kcal per mole
* SMILES string: NC=O.C=N

Atoms and positions in Å:
N  -1.460  0.931  -0.090
C  -0.994  0.525  1.140
O  -0.055  1.005  1.713
H  -1.075  1.782  -0.466
H  -2.450  0.760  -0.187
H  -1.490  -0.454  1.431
C  1.067  -1.584  -1.704
N  1.547  -0.841  -0.803
H  0.294  -1.198  -2.377
H  1.390  -2.599  -1.961
H  2.553  -0.993  -0.589

Record 7
DFT (wB97M-V/def2-TZVPD) results for a molecular structure, C2H6N2O.

* max |F|: 0.0954 Eh/bohr
* LUMO energy: 0.80 eV
* Kohn-Sham gap: 10.493 eV
* energy relative to the best compared isomer or geometry (same formula, charge and spin): 79.8 kcal per mole

Atoms and positions in Å:
C  -1.314  0.035  -0.506
C  -0.014  0.853  -0.671
H  -1.861  0.588  0.471
H  -2.016  0.172  -1.514
H  -1.218  -1.269  -0.089
H  1.807  0.883  0.231
H  1.579  -1.515  0.294
H  1.080  -1.131  1.886
N  0.852  0.468  0.429
N  0.909  -0.899  0.843
O  0.196  1.814  -1.376

Record 8
DFT (wB97M-V/def2-TZVPD) results for a molecular structure, C2H6N2O2.

* max |F|: 0.1159 Eh/bohr
* LUMO energy: 0.70 eV
* Kohn-Sham gap: 9.887 eV
* energy relative to the best compared isomer or geometry (same formula, charge and spin): 117.5 kcal per mole

Atoms and positions in Å:
C  1.799  -0.454  -0.040
C  -1.922  0.721  0.101
N  0.421  -0.232  -0.230
N  -0.040  0.866  0.107
O  0.330  1.883  0.629
O  -2.311  -0.548  0.076
H  2.491  0.121  -0.646
H  2.027  -1.560  -0.168
H  2.059  -0.175  0.917
H  -2.155  1.444  -0.666
H  -2.074  1.235  1.079
H  -2.322  -0.893  0.912

Record 9
DFT (wB97M-V/def2-TZVPD) results for a molecular structure, C2H6N2O2.

* max |F|: 0.1727 Eh/bohr
* LUMO energy: -0.65 eV
* Kohn-Sham gap: 8.908 eV
* energy relative to the best compared isomer or geometry (same formula, charge and spin): 199.0 kcal per mole

Atoms and positions in Å:
C  -2.115  -0.196  -0.199
C  0.159  -0.718  0.077
H  -2.410  -1.337  -0.267
H  -2.690  0.397  -0.930
H  -2.227  0.171  0.882
H  2.159  -0.625  0.743
H  2.920  1.598  -0.910
H  1.784  1.580  0.961
N  1.484  -0.625  -0.536
N  1.842  1.150  -0.286
O  -0.690  0.052  -0.643
O  -0.217  -1.446  1.107

Record 10
DFT (wB97M-V/def2-TZVPD) results for C2H6N2O2 in the gas phase.

* max |F|: 0.0990 Eh/bohr
* LUMO energy: 0.18 eV
* Kohn-Sham gap: 9.783 eV
* energy relative to the best compared isomer or geometry (same formula, charge and spin): 174.2 kcal per mole
* SMILES string: CO/N=C\NO

Atoms and positions in Å:
C  1.379  -0.307  -1.902
O  0.448  0.120  -0.960
N  0.399  -0.939  0.052
C  -0.514  -0.646  0.908
N  -1.492  0.459  1.010
O  -1.331  1.304  2.362
H  1.538  -1.581  -1.981
H  1.064  0.248  -2.835
H  2.530  0.249  -1.591
H  -0.861  -1.628  1.633
H  -0.961  1.151  0.396
H  -2.198  1.569  2.908

Record 11
DFT (wB97M-V/def2-TZVPD) results for 2 unconnected molecules or ions with the total composition C2H6N2O2.

* max |F|: 0.0776 Eh/bohr
* LUMO energy: 0.67 eV
* Kohn-Sham gap: 9.900 eV
* energy relative to the best compared isomer or geometry (same formula, charge and spin): 39.4 kcal per mole

Atoms and positions in Å:
N  -0.898  1.968  0.190
C  -0.029  1.175  -0.623
O  -0.197  1.094  -1.885
O  0.954  0.662  0.092
H  -0.479  2.369  1.038
H  -1.571  2.554  -0.286
C  0.473  -1.128  0.639
N  0.214  -2.179  -0.171
H  1.483  -1.166  1.180
H  -0.343  -0.586  1.141
H  -0.611  -2.069  -0.765
H  1.004  -2.694  -0.550

Record 12
DFT (wB97M-V/def2-TZVPD) results for 2 unconnected molecules or ions with the total composition C2H6N2O2.

* max |F|: 0.0335 Eh/bohr
* net charge: +1
* LUMO energy (spin up / spin down): -5.30 / -10.03 eV
* 2S+1: 2
* expectation value of S²: 0.755
* Kohn-Sham gap (spin up / spin down): 8.048 / 3.302 eV
* energy relative to the best compared isomer or geometry (same formula, charge and spin): 43.9 kcal per mole

Atoms and positions in Å:
C  -1.974  0.854  0.307
N  -2.628  1.771  -0.495
O  -2.021  0.782  1.493
H  -1.327  0.140  -0.237
H  -2.550  2.767  -0.473
H  -3.039  1.364  -1.318
C  2.625  -1.184  -0.236
N  1.633  -0.479  0.238
O  2.529  -1.936  -1.240
H  3.556  -1.126  0.340
H  0.853  -0.433  -0.403
H  1.718  0.023  1.115

Record 13
DFT (wB97M-V/def2-TZVPD) results for a molecular structure, C2H6N2O2S.

* max |F|: 0.0876 Eh/bohr
* LUMO energy: 0.02 eV
* Kohn-Sham gap: 8.961 eV
* energy relative to the best compared isomer or geometry (same formula, charge and spin): 133.7 kcal per mole

Atoms and positions in Å:
C  -1.479  -1.320  0.796
C  0.627  0.251  -0.139
H  -1.389  -2.439  0.459
H  -0.576  -0.866  1.314
H  -2.505  -1.058  1.645
H  0.094  -1.293  -1.404
H  0.901  2.122  0.606
H  -1.472  1.109  -0.339
N  -0.382  -0.441  -0.970
N  0.164  1.364  0.608
O  -1.653  -0.597  -0.423
O  -0.927  1.888  -0.167
S  2.014  -0.497  0.064

Record 14
DFT (wB97M-V/def2-TZVPD) results for a molecular structure, C2H6N2O2S.

* max |F|: 0.0976 Eh/bohr
* LUMO energy (spin up / spin down): 0.63 / -4.07 eV
* 2S+1: 3
* expectation value of S²: 2.028
* Kohn-Sham gap (spin up / spin down): 7.413 / 5.473 eV
* energy relative to the best compared isomer or geometry (same formula, charge and spin): 108.4 kcal per mole

Atoms and positions in Å:
C  -0.169  1.143  -0.316
C  0.085  0.068  0.647
N  -0.921  2.120  0.026
N  -0.991  -1.505  0.235
O  1.306  -1.408  -0.963
O  2.678  0.381  0.018
S  1.749  -0.650  0.438
H  0.371  0.941  -1.225
H  -0.379  0.423  1.584
H  -1.080  2.756  -0.684
H  0.340  -1.422  -0.857
H  -1.800  -1.120  -0.196
H  -1.188  -1.729  1.294

Record 15
DFT (wB97M-V/def2-TZVPD) results for C2H6N2O3 in the gas phase.

* max |F|: 0.0313 Eh/bohr
* LUMO energy: 0.55 eV
* Kohn-Sham gap: 10.121 eV
* energy relative to the best compared isomer or geometry (same formula, charge and spin): 75.4 kcal per mole
* SMILES string: CN(O)NC(=O)O

Atoms and positions in Å:
C  1.346  0.372  0.951
N  0.872  -0.737  0.123
O  1.287  -0.445  -1.236
N  -0.502  -0.961  0.251
C  -1.505  -0.207  -0.299
O  -2.697  -0.359  -0.091
O  -1.081  0.756  -1.146
H  1.095  0.200  2.003
H  2.437  0.450  0.887
H  0.915  1.332  0.646
H  0.558  0.132  -1.541
H  -0.799  -1.707  0.870
H  -1.925  1.176  -1.417

Record 16
DFT (wB97M-V/def2-TZVPD) results for C2H6N2O3 in the gas phase.

* max |F|: 0.0856 Eh/bohr
* LUMO energy: 0.74 eV
* Kohn-Sham gap: 9.664 eV
* energy relative to the best compared isomer or geometry (same formula, charge and spin): 115.5 kcal per mole
* SMILES string: CNC(=O)N(O)O

Atoms and positions in Å:
C  1.623  0.378  0.019
N  0.313  -0.087  0.357
C  -0.779  0.683  0.083
O  -1.020  1.764  -0.381
N  -2.099  -0.147  0.472
O  -1.988  -1.390  -0.325
O  -3.223  0.510  0.168
H  1.795  1.067  -0.820
H  1.989  0.813  0.852
H  2.172  -0.459  -0.090
H  0.243  -1.098  0.357
H  -2.749  -1.988  -0.306
H  -2.976  1.243  -0.517

Record 17
DFT (wB97M-V/def2-TZVPD) results for 2 unconnected molecules or ions with the total composition C2H6N2O3.

* max |F|: 0.0929 Eh/bohr
* LUMO energy: 0.40 eV
* Kohn-Sham gap: 10.594 eV
* energy relative to the best compared isomer or geometry (same formula, charge and spin): 24.0 kcal per mole
* SMILES string: NC(=O)NC=O.O

Atoms and positions in Å:
N  -0.871  0.353  1.909
C  -0.060  0.041  0.854
O  0.164  0.930  0.001
N  0.421  -1.249  0.723
C  1.326  -1.786  -0.201
O  1.400  -1.292  -1.323
H  -1.441  1.132  1.669
H  -1.497  -0.324  2.333
H  0.237  -1.761  1.618
H  1.930  -2.629  0.208
O  -1.702  2.330  -1.688
H  -1.660  2.779  -2.547
H  -0.903  1.794  -1.542

Record 18
DFT (wB97M-V/def2-TZVPD) results for C2H6N2O3 in the gas phase.

* max |F|: 0.0874 Eh/bohr
* LUMO energy: 0.80 eV
* Kohn-Sham gap: 10.726 eV
* energy relative to the best compared isomer or geometry (same formula, charge and spin): 159.7 kcal per mole
* SMILES string: CCN(O)[N+](=O)[O-]

Atoms and positions in Å:
C  1.466  -0.063  -0.515
C  0.628  -0.388  0.692
N  -0.676  0.288  0.537
O  -0.650  1.609  0.106
N  -1.756  -0.415  0.101
O  -1.822  -1.549  0.467
O  -2.545  0.175  -0.555
H  1.006  -0.537  -1.491
H  1.534  1.083  -0.591
H  2.395  -0.429  -0.357
H  0.383  -1.455  0.797
H  1.218  -0.047  1.478
H  -1.181  1.728  -0.670

Record 19
DFT (wB97M-V/def2-TZVPD) results for 2 unconnected molecules or ions with the total composition C2H6N2O3.

* max |F|: 0.0438 Eh/bohr
* LUMO energy: 0.62 eV
* Kohn-Sham gap: 10.709 eV
* energy relative to the best compared isomer or geometry (same formula, charge and spin): 10.6 kcal per mole
* SMILES string: NC(=O)NC=O.O

Atoms and positions in Å:
N  0.205  0.531  1.268
C  0.369  1.583  0.400
O  0.143  2.740  0.641
N  0.740  1.157  -0.876
C  0.970  -0.130  -1.375
O  0.595  -1.147  -0.881
H  -0.207  -0.330  0.932
H  0.092  0.720  2.238
H  0.746  1.897  -1.562
H  1.636  -0.083  -2.248
O  -1.653  -2.169  0.841
H  -1.131  -2.613  0.192
H  -2.505  -2.157  0.431

Record 20
DFT (wB97M-V/def2-TZVPD) results for 3 unconnected molecules or ions with the total composition C2H6N2O3S.

* max |F|: 0.1158 Eh/bohr
* LUMO energy: -0.11 eV
* Kohn-Sham gap: 9.667 eV
* energy relative to the best compared isomer or geometry (same formula, charge and spin): 87.6 kcal per mole

Atoms and positions in Å:
C  -2.895  -2.604  -0.463
C  2.808  1.370  -0.668
N  -2.694  -1.513  -0.401
N  1.728  -0.050  0.938
O  -3.568  0.346  1.489
O  -3.807  1.173  -0.787
O  2.928  0.248  0.133
S  -2.923  0.839  0.306
H  -3.253  -3.626  -0.256
H  2.171  -0.200  1.835
H  3.564  1.194  -1.482
H  2.910  2.399  -0.114
H  1.754  1.316  -1.116
H  1.277  -0.891  0.587